# 1
Entry from the OMol25 dataset: a 2-piece molecular cluster, C14H16O overall at a distorted geometry (ωB97M-V with the def2-TZVPD basis set).

Calculated values
E_tot   -16823.1419 eV
LUMO energy   0.7 eV
SMILES string   Cc1ccc(O)cc1.Cc1ccccc1
Highest occupied orbital energy   -8.30 eV
Largest force on an atom   5.5 eV/A

Each atom is followed by the atoms it is bonded to, with distances in Å.
Cartesian coordinates (Å):
1 C -2.390 -3.452 -0.626  C2 1.473, H9 1.106, H10 1.121, H11 1.089
2 C -1.969 -2.614 0.510  C1 1.473, C3 1.391, C8 1.448
3 C -1.434 -1.371 0.184  C2 1.391, C4 1.396, H12 1.107
4 C -0.830 -0.578 1.162  C3 1.396, C5 1.456, H13 1.138
5 C -0.837 -0.964 2.565  C4 1.456, O6 1.349, C7 1.401
6 O -0.568 -0.126 3.588  C5 1.349, H14 0.960
7 C -1.479 -2.186 2.804  C5 1.401, C8 1.389, H15 1.134
8 C -1.938 -3.107 1.871  C2 1.448, C7 1.389, H16 1.188
9 H -2.448 -4.502 -0.286  C1 1.106
10 H -1.650 -3.603 -1.455  C1 1.121
11 H -3.392 -3.191 -0.962  C1 1.089
12 H -1.192 -1.086 -0.858  C3 1.107
13 H -0.332 0.428 0.974  C4 1.138
14 H -0.749 0.802 3.422  O6 0.960
15 H -1.578 -2.497 3.890  C7 1.134
16 H -2.302 -4.225 2.040  C8 1.188
17 C 3.447 1.523 -0.224  C18 1.477, H24 1.104, H25 1.180, H26 1.121
18 C 2.371 1.917 -1.156  C17 1.477, C19 1.407, C23 1.414
19 C 2.534 1.886 -2.553  C18 1.407, C20 1.326, H27 1.105
20 C 1.554 2.167 -3.401  C19 1.326, C21 1.436, H28 1.104
21 C 0.211 2.394 -2.945  C20 1.436, C22 1.419, H29 1.110
22 C -0.001 2.546 -1.550  C21 1.419, C23 1.485, H30 1.011
23 C 1.146 2.378 -0.622  C18 1.414, C22 1.485, H31 1.089
24 H 4.448 1.331 -0.651  C17 1.104
25 H 3.150 0.525 0.331  C17 1.180
26 H 3.643 2.349 0.509  C17 1.121
27 H 3.508 1.527 -2.934  C19 1.105
28 H 1.624 1.922 -4.474  C20 1.104
29 H -0.632 2.576 -3.644  C21 1.110
30 H -0.896 2.761 -1.132  C22 1.011
31 H 1.040 2.658 0.425  C23 1.089

# 2
Entry from the OMol25 dataset: an isolated molecule of C4H2BrNS at a distorted geometry (ωB97M-V with the def2-TZVPD basis set).

Calculated values
E_tot   -86544.4135 eV
LUMO energy   -0.8 eV
SMILES string   C#C[C@@H](Br)SC#N
Highest occupied orbital energy   -10.02 eV
Largest force on an atom   2.7 eV/A

Each atom is followed by the atoms it is bonded to, with distances in Å.
Cartesian coordinates (Å):
1 C 1.417 -0.931 1.592  C2 1.208, H8 1.039
2 C 1.031 -0.633 0.487  C1 1.208, C3 1.438
3 C 0.424 -0.412 -0.797  C2 1.438, Br4 1.953, S5 2.132, H9 1.095
4 Br -1.150 -1.461 -1.287  C3 1.953
5 S -0.247 1.611 -0.799  C3 2.132, C6 1.750
6 C -1.858 1.442 -0.136  S5 1.750, N7 1.145
7 N -2.932 1.550 0.246  C6 1.145
8 H 2.169 -0.860 2.306  C1 1.039
9 H 1.146 -0.305 -1.613  C3 1.095

# 3
Entry from the OMol25 dataset: an isolated ion of composition C4H7N2 and charge +1 at a distorted geometry (ωB97M-V with the def2-TZVPD basis set).

Calculated values
Total charge   +1
E_tot   -7235.6467 eV
LUMO energy   -3.4 eV
SMILES string   Cc1c[nH]c[nH+]1
Highest occupied orbital energy   -14.42 eV
Largest force on an atom   1.5 eV/A

Each atom is followed by the atoms it is bonded to, with distances in Å.
Cartesian coordinates (Å):
1 C -1.133 -0.829 1.287  C2 1.469, H7 1.093, H8 1.080, H9 1.089
2 C -0.196 -0.235 0.323  C1 1.469, C3 1.353, N6 1.384
3 C 1.137 -0.398 0.151  C2 1.353, N4 1.381, H10 1.071
4 N 1.501 0.386 -0.925  C3 1.381, C5 1.318, H11 1.010
5 C 0.447 1.018 -1.401  N4 1.318, N6 1.327, H12 1.073
6 N -0.597 0.626 -0.683  C2 1.384, C5 1.327, H13 1.010
7 H -1.753 -0.049 1.737  C1 1.093
8 H -0.657 -1.298 2.134  C1 1.080
9 H -1.897 -1.491 0.885  C1 1.089
10 H 1.852 -0.959 0.718  C3 1.071
11 H 2.457 0.552 -1.209  N4 1.010
12 H 0.346 1.619 -2.284  C5 1.073
13 H -1.507 1.060 -0.733  N6 1.010

# 4
Entry from the OMol25 dataset: an isolated ion of composition C7H9BN3 and charge +1 at a distorted geometry (ωB97M-V with the def2-TZVPD basis set).

Calculated values
Total charge   +1
E_tot   -12539.2331 eV
LUMO energy (spin up / spin down)   -7.9 / -7.9 eV
Highest occupied orbital energy (spin up / spin down)   -14.02 / -14.02 eV
Largest force on an atom   3.4 eV/A

Each atom is followed by the atoms it is bonded to, with distances in Å.
Cartesian coordinates (Å):
1 B 0.327 1.478 -1.387  C2 1.548, C3 1.483, C4 1.483
2 C -0.377 2.800 -1.781  B1 1.548, N9 1.140
3 C 1.086 0.693 -2.391  B1 1.483, N10 1.141
4 C 0.048 1.084 0.015  B1 1.483, C6 1.441, H16 1.107
5 C -2.098 -0.276 0.912  C6 1.649, H12 1.092, H13 1.129, H14 1.134
6 C -0.571 -0.186 0.297  C4 1.441, C5 1.649, C7 1.611, H15 1.084
7 C 0.235 -1.157 1.298  C6 1.611, C8 1.480, H17 1.101, H18 1.043
8 C 1.576 -1.594 0.847  C7 1.480, N11 1.258, H20 1.043
9 N -0.766 3.867 -1.677  C2 1.140
10 N 1.568 -0.049 -3.111  C3 1.141
11 N 2.015 -1.194 -0.263  C8 1.258, H19 1.039
12 H -2.546 0.410 0.191  C5 1.092
13 H -2.608 -1.247 0.643  C5 1.129
14 H -2.229 0.157 1.952  C5 1.134
15 H -0.622 -0.721 -0.645  C6 1.084
16 H 0.281 1.820 0.808  C4 1.107
17 H 0.318 -0.536 2.203  C7 1.101
18 H -0.460 -1.888 1.566  C7 1.043
19 H 2.764 -1.220 -0.982  N11 1.039
20 H 2.061 -2.241 1.505  C8 1.043

Energy above the lowest of the compared OMol25 structures with the same formula, charge and spin readings, ordered: 2.093; 1.000; 0.092; 1.971 eV